Entry 1:
Entry from the OMol25 dataset: a 21-piece molecular cluster, BH44O20PS2 overall in a non-equilibrium geometry (ωB97M-V with the def2-TZVPD basis set).

```
68
Properties=species:S:1:pos:R:3:lowdin_charge:R:1
S -2.639 -0.298 -0.333 0.0604
P -2.577 -1.870 -1.502 0.3020
B -0.966 -2.023 -2.567 -0.6311
S 0.128 -0.575 -2.918 0.7111
H -2.832 -3.057 -0.806 -0.0425
H -3.618 -1.738 -2.462 -0.0183
H -0.694 -3.082 -3.025 -0.0023
H -0.632 0.120 -3.801 -0.0779
O 0.260 -2.215 -6.201 -0.0761
H 0.964 -1.804 -6.707 0.0236
H 0.396 -1.844 -5.330 -0.0557
O 2.712 -2.004 -5.274 -0.0583
H 3.151 -2.861 -5.287 0.0625
H 2.374 -1.923 -4.376 0.0177
O 1.183 2.425 -1.905 -0.0719
H 0.945 1.503 -1.739 -0.0233
H 0.411 2.924 -1.612 0.0756
O 2.325 0.233 0.070 -0.0702
H 2.431 1.172 -0.113 0.0019
H 2.869 0.095 0.849 0.0204
O -1.107 -1.621 2.895 -0.0672
H -1.373 -0.954 2.249 -0.0089
H -1.929 -2.075 3.111 0.0305
O -2.465 -1.762 5.610 -0.0679
H -1.766 -1.416 5.039 0.0092
H -2.251 -1.403 6.476 0.0328
O -1.307 0.634 5.762 -0.0455
H -0.673 1.150 5.252 0.0670
H -2.165 0.859 5.378 0.0610
O -1.359 1.400 8.817 -0.0567
H -1.149 1.060 7.937 0.0093
H -1.888 2.187 8.641 0.0367
O 3.775 2.837 -3.301 -0.0473
H 3.485 3.483 -3.952 0.0416
H 2.964 2.376 -3.050 0.0043
O 5.457 -1.939 -6.430 -0.0767
H 4.961 -1.230 -5.992 -0.0222
H 5.973 -1.483 -7.103 0.0161
O -0.582 4.243 9.591 -0.0642
H -0.245 3.339 9.547 0.0142
H -0.830 4.359 10.513 0.0373
O -4.889 -0.283 4.651 -0.0633
H -4.543 -1.182 4.611 0.0159
H -5.136 -0.175 5.575 0.0277
O 3.220 2.084 2.134 -0.0449
H 3.325 3.021 1.943 0.0459
H 3.766 1.939 2.912 0.0460
O -2.673 -4.867 -2.086 -0.0939
H -3.515 -5.290 -2.286 0.0536
H -2.014 -5.488 -2.414 0.0526
O 4.368 0.562 -5.560 -0.0484
H 4.436 1.271 -4.908 0.0248
H 3.453 0.598 -5.856 0.0444
O -4.488 -0.119 9.101 -0.0538
H -4.765 0.791 9.242 0.0370
H -3.536 -0.049 8.955 0.0136
O -4.010 -3.338 7.819 -0.0526
H -4.379 -2.585 8.295 0.0140
H -3.516 -2.944 7.094 -0.0113
O 0.078 3.325 -4.376 -0.0587
H 0.175 4.254 -4.609 0.0487
H 0.629 3.211 -3.585 -0.0094
O -1.430 2.448 -6.997 -0.0608
H -0.760 2.793 -7.593 0.0301
H -1.218 2.843 -6.143 -0.0076
O 5.592 0.150 -9.288 -0.0546
H 5.116 -0.335 -9.969 0.0383
H 5.011 0.111 -8.521 0.0157
```

## Properties
- Charge: 0
- Kohn-Sham gap: 7.042 eV

---

Entry 2:
Entry from the OMol25 dataset: BH4INaOP2S as an isolated structure (ωB97M-V with the def2-TZVPD basis set).

```
11
Properties=species:S:1:pos:R:3:lowdin_charge:R:1
O -1.537 -0.919 -0.825 -0.4882
P 0.040 -0.884 -1.411 0.3943
I 0.343 1.284 -2.421 0.6213
B 1.111 -0.316 0.088 -0.6071
P 0.546 0.948 1.436 0.1747
S 1.078 0.463 3.218 0.1802
H -1.838 -0.203 -0.244 0.0461
H 2.164 -0.843 0.228 0.0103
H 0.926 2.187 0.858 -0.0299
H -0.852 1.088 1.182 -0.0446
Na -1.980 -2.804 -2.110 0.7428
```

## Properties
- Charge: +1
- Kohn-Sham gap: 6.705 eV

---

Entry 3:
Entry from the OMol25 dataset: one molecule with the formula BH4N in a non-equilibrium geometry (ωB97M-V with the def2-TZVPD basis set).

```
6
Properties=species:S:1:pos:R:3:lowdin_charge:R:1
B -0.660 -0.088 -0.105 -0.2493
N 0.703 -0.034 -0.143 0.0557
H -1.094 0.788 -0.536 -0.0226
H -1.266 -0.819 0.560 0.0168
H 1.200 0.836 -0.399 0.0841
H 1.118 -0.683 0.623 0.1152
```

## Properties
- Charge: 0
- Kohn-Sham gap: 11.880 eV

---

Entry 4:
Entry from the OMol25 dataset: an isolated ion of composition BH7N2OP and charge -1 (ωB97M-V with the def2-TZVPD basis set).

```
12
Properties=species:S:1:pos:R:3:lowdin_charge:R:1
N -1.906 -0.765 -0.200 -0.0892
B -0.398 -0.912 0.093 -0.8426
P 0.274 0.655 1.067 0.6900
N 0.436 1.733 -0.285 -0.2739
O 1.872 0.159 1.353 -0.4461
H -2.320 -1.637 -0.510 -0.0060
H -2.087 -0.091 -0.936 -0.0010
H 0.349 -0.966 -0.920 0.0010
H -0.172 -1.888 0.801 -0.0030
H 1.028 1.397 -1.038 -0.0029
H 0.740 2.661 -0.016 -0.0224
H 2.182 -0.346 0.590 -0.0039
```

## Properties
- Charge: -1
- Kohn-Sham gap: 6.979 eV

---

Entry 5:
Entry from the OMol25 dataset: BaH18O9 as an isolated structure in a non-equilibrium geometry (ωB97M-V with the def2-TZVPD basis set).

```
28
Properties=species:S:1:pos:R:3:lowdin_charge:R:1
Ba 0.147 -0.309 0.019 2.0923
O -1.202 -1.990 -1.900 -0.1312
H -1.309 -1.591 -2.744 0.0194
H -2.077 -2.378 -1.637 0.1021
O 0.976 -3.111 0.579 -0.1247
H 1.838 -3.532 0.569 0.0626
H 0.473 -3.423 1.342 0.0580
O 0.301 0.679 -2.767 -0.1227
H 0.949 1.283 -3.179 0.0834
H -0.134 0.130 -3.409 0.0415
O 1.312 0.597 2.401 -0.1398
H 1.827 1.414 2.431 0.0806
H 0.997 0.568 3.287 0.0581
O 1.154 2.420 -0.515 -0.1092
H 1.694 2.265 -1.259 0.0063
H 1.114 3.391 -0.544 0.0899
O -1.283 1.671 1.687 -0.1169
H -1.536 2.377 1.081 0.0547
H -0.560 1.999 2.215 0.0274
O 3.095 -0.065 0.004 -0.1438
H 3.635 -0.576 -0.601 0.0600
H 3.414 -0.474 0.852 0.0817
O -2.398 0.710 -0.921 -0.1278
H -2.770 0.731 -1.792 0.0553
H -2.977 1.392 -0.567 0.0697
O -1.888 -1.415 1.575 -0.1530
H -2.762 -1.098 1.310 0.0625
H -2.029 -1.662 2.482 0.0636
```

## Properties
- Charge: +2
- Kohn-Sham gap: 12.470 eV

---

Entry 6:
Entry from the OMol25 dataset: Be3Cl as an isolated structure in a non-equilibrium geometry (ωB97M-V with the def2-TZVPD basis set).

```
4
Properties=species:S:1:pos:R:3:lowdin_charge:R:1
Be -1.559 0.832 1.315 1.2356
Be 2.518 -2.160 0.118 1.8337
Be -1.797 1.223 -0.375 1.1494
Cl 0.837 0.105 -1.058 0.7814
```

## Properties
- Charge: +5
- Kohn-Sham gap: 6.065 eV

---

Entry 7:
Entry from the OMol25 dataset: BeCl4 as an isolated structure (ωB97M-V with the def2-TZVPD basis set).

```
5
Properties=species:S:1:pos:R:3:lowdin_charge:R:1
Be -12.394 11.781 -12.055 0.5835
Cl -16.064 14.106 -13.646 -0.6704
Cl -8.990 8.918 -10.427 -0.6499
Cl -14.889 7.940 -12.340 -0.6121
Cl -9.456 13.148 -15.477 -0.6511
```

## Properties
- Charge: -2
- Kohn-Sham gap: 2.539 eV

---

Entry 8:
Entry from the OMol25 dataset: BeCl5 as an isolated structure in a non-equilibrium geometry (ωB97M-V with the def2-TZVPD basis set).

```
6
Properties=species:S:1:pos:R:3:lowdin_charge:R:1
Be 0.019 -0.092 0.025 0.3491
Cl -1.936 1.541 -1.295 -0.6846
Cl 1.940 -1.960 1.089 -0.6859
Cl -1.913 -2.191 -0.028 -0.6679
Cl 1.909 0.703 -1.821 -0.6260
Cl -0.019 2.000 2.030 -0.6848
```

## Properties
- Charge: -3
- Kohn-Sham gap: 7.364 eV

---

Entry 9:
Entry from the OMol25 dataset: BeH16O8 as an isolated structure (ωB97M-V with the def2-TZVPD basis set).

```
25
Properties=species:S:1:pos:R:3:lowdin_spin:R:1
Be -0.256 0.047 0.042 0.4499
O -0.442 1.858 2.275 0.0471
H -1.240 2.351 2.467 0.0027
H 0.100 1.966 3.056 0.0026
O 1.895 1.310 -0.001 0.0620
H 2.518 1.258 -0.726 0.0039
H 2.294 1.925 0.615 0.0040
O -1.667 -1.259 1.667 0.0797
H -1.691 -2.209 1.555 0.0041
H -2.575 -1.016 1.846 0.0048
O 0.698 -2.245 -0.378 0.0546
H 1.461 -2.590 0.087 0.0034
H 0.181 -3.019 -0.599 0.0034
O -0.807 2.046 -1.397 0.0856
H -0.462 2.931 -1.278 0.0044
H -0.716 1.877 -2.335 0.0044
O 0.793 -0.227 -2.461 0.0374
H 0.195 -0.430 -3.181 0.0032
H 1.565 0.146 -2.887 0.0029
O 1.391 -0.514 1.936 0.0506
H 1.619 0.193 2.540 0.0031
H 2.198 -1.020 1.843 0.0031
O -2.059 -1.042 -1.316 0.0730
H -1.998 -1.230 -2.253 0.0050
H -2.994 -1.106 -1.119 0.0050
```

## Properties
- Charge: +1
- Kohn-Sham gap (spin up / spin down): 5.983 / 10.965 eV
- Expectation value of S²: 0.751
- Multiplicity: 2

---

Entry 10:
Entry from the OMol25 dataset: BeH8O4 as an isolated structure in a non-equilibrium geometry (ωB97M-V with the def2-TZVPD basis set).

```
13
Properties=species:S:1:pos:R:3:lowdin_charge:R:1
Be 5.655 -16.257 -14.595 0.1581
O 4.258 -16.431 -15.526 0.1300
H 4.142 -15.745 -16.178 0.1333
H 3.350 -16.749 -15.326 0.1751
O 5.157 -16.315 -13.074 0.1347
H 5.692 -16.674 -12.322 0.1877
H 4.549 -15.714 -12.647 0.1554
O 6.388 -14.857 -15.058 0.1514
H 7.054 -14.740 -15.766 0.1792
H 6.600 -14.212 -14.399 0.1403
O 6.658 -17.565 -14.886 0.1201
H 7.572 -17.285 -15.016 0.1464
H 6.536 -18.301 -14.216 0.1883
```

## Properties
- Charge: +2
- Kohn-Sham gap: 14.588 eV

---

Entry 11:
Entry from the OMol25 dataset: Br2CrH8O4 as an isolated structure in a non-equilibrium geometry (ωB97M-V with the def2-TZVPD basis set).

```
15
Properties=species:S:1:pos:R:3:lowdin_spin:R:1
Cr -28.533 -22.866 -17.765 3.7203
Br -26.684 -22.213 -16.231 0.0400
Br -30.510 -21.631 -16.634 0.0690
O -29.878 -23.716 -19.112 0.0386
H -29.789 -24.409 -19.766 0.0046
H -30.812 -23.504 -19.113 0.0040
O -27.104 -23.977 -18.767 0.0546
H -26.819 -24.123 -19.669 0.0092
H -26.443 -24.417 -18.233 0.0056
O -28.182 -21.275 -19.064 0.0249
H -28.088 -20.348 -18.847 0.0023
H -27.961 -21.328 -19.994 0.0017
O -28.886 -24.567 -16.669 0.0215
H -28.467 -24.868 -15.862 0.0023
H -29.496 -25.267 -16.899 0.0015
```

## Properties
- Charge: 0
- Kohn-Sham gap (spin up / spin down): 5.524 / 7.048 eV
- Expectation value of S²: 6.008
- Multiplicity: 5

---

Entry 12:
Entry from the OMol25 dataset: a 2-piece molecular cluster, Br2I2Si overall in a non-equilibrium geometry (ωB97M-V with the def2-TZVPD basis set).

```
5
Properties=species:S:1:pos:R:3:lowdin_charge:R:1
Si 0.647 -0.054 0.231 -0.8074
Br -0.420 1.044 -1.365 0.1671
Br 0.708 -2.171 -0.112 0.2629
I 2.859 0.888 0.668 0.3479
I -3.794 0.293 0.578 0.0295
```

## Properties
- Charge: 0
- Kohn-Sham gap (spin up / spin down): 8.300 / 4.922 eV

---

no.,calculated total energy (eV)
1,-73299.6282
2,-44712.8696
3,-2231.2398
4,-15108.5825
5,-19403.4120
6,-13627.8656
7,-50486.7707
8,-63013.9868
9,-17033.0671
10,-8707.6136
11,-176828.7323
12,-164165.3863